Version P
ORCA calculation (the ωB97M-V functional and the def2-TZVPD basis) on a 2-piece molecular cluster, CH2O3P2 overall.

Last column: natural (NBO) charge in e.
Atoms and positions in Å:
C 0.67 6.57 -8.69  -1.1977
O -1.70 7.72 -7.87  -1.1460
O 0.68 7.93 -6.88  -1.0844
O -0.82 5.81 -6.42  -1.1357
P 1.72 7.70 -8.13  0.9870
P -0.59 6.87 -7.42  2.3375
H 0.24 6.06 -9.77  0.2393
H -8.36 1.85 10.09  -1.0000

As for the total charge: -2.

Version Q
ORCA calculation (the ωB97M-V functional and the def2-TZVPD basis) on CH2O3P2 as an isolated structure.

Last column: natural (NBO) charge in e.
Atoms and positions in Å:
C 1.80 0.15 0.27  -1.1951
O 0.39 -2.04 -0.74  -1.1866
O -1.80 1.74 -0.35  -1.2150
O -3.01 -0.18 0.66  -1.2114
P -2.11 0.23 -0.44  1.3594
P 0.29 -0.82 0.13  1.1166
H 2.79 -0.09 -0.26  0.1613
H 1.65 1.01 0.74  0.1708

As for the total charge: -2.

Which one sits at the bottom of the stability order? version P does.

Version P
ORCA calculation (the ωB97M-V functional and the def2-TZVPD basis) on C58H50GeMoNO7PSSi as an isolated structure.

Last column: Mulliken spin population.
Atoms and positions in Å:
Mo 0.35 -0.84 0.98  2.5239
O -1.83 0.04 2.41  0.0174
S -1.23 1.36 2.57  0.0205
O -1.34 1.94 3.88  -0.0014
O 0.14 1.35 2.02  0.0335
C -2.20 2.42 1.50  0.0012
C -3.57 2.33 1.72  0.0034
C -4.46 3.11 1.00  -0.0007
C -3.96 4.00 0.06  -0.0006
C -2.60 4.10 -0.16  -0.0003
C -1.68 3.31 0.54  0.0004
P 0.15 3.46 0.25  0.0132
C 0.53 4.49 1.73  -0.0030
C -0.25 5.59 2.12  0.0000
C 0.07 6.31 3.26  -0.0001
C 1.17 5.95 4.03  0.0000
C 1.93 4.85 3.66  0.0004
C 1.61 4.13 2.52  0.0032
C 0.18 4.72 -1.10  0.0098
C -0.30 4.30 -2.35  0.0096
C -0.22 5.12 -3.46  -0.0001
C 0.36 6.37 -3.36  0.0001
C 0.86 6.80 -2.14  0.0000
C 0.77 5.98 -1.02  0.0006
H -3.92 1.62 2.45  0.0007
H -5.52 3.02 1.18  0.0000
H -4.64 4.63 -0.51  0.0000
H -2.25 4.79 -0.91  0.0004
H -1.11 5.86 1.53  0.0001
H -0.54 7.16 3.55  0.0000
H 1.41 6.51 4.93  0.0000
H 2.77 4.54 4.28  0.0000
H 2.18 3.25 2.26  -0.0023
H -0.75 3.31 -2.44  -0.0172
H -0.61 4.76 -4.41  -0.0002
H 0.43 7.01 -4.24  0.0000
H 1.33 7.78 -2.06  0.0000
H 1.16 6.33 -0.07  0.0000
C 3.54 0.81 1.54  0.0121
Si 2.81 -0.55 0.43  -0.1811
C 3.44 -0.15 -1.31  -0.0075
C 3.74 -2.14 0.93  0.0234
C 4.17 -3.08 -0.01  0.0002
C 4.79 -4.27 0.38  0.0051
C 5.01 -4.53 1.73  -0.0029
C 4.60 -3.60 2.67  0.0014
C 3.98 -2.42 2.28  -0.0011
H 4.63 0.69 1.62  -0.0043
H 3.11 0.81 2.54  0.0057
H 3.35 1.79 1.08  0.0072
H 3.10 -0.87 -2.06  0.0025
H 3.08 0.83 -1.62  0.0044
H 4.54 -0.14 -1.32  -0.0032
H 3.99 -2.91 -1.06  -0.0029
H 5.09 -4.99 -0.37  0.0004
H 5.48 -5.45 2.03  -0.0002
H 4.75 -3.80 3.73  -0.0002
H 3.65 -1.73 3.04  -0.0018
O 2.01 -1.38 4.82  0.0242
C 1.03 -1.69 4.16  0.0208
O 0.80 -1.38 2.94  -0.0362
C -0.04 -2.56 4.82  0.0000
C -1.29 -2.73 4.25  0.0060
C -2.25 -3.52 4.87  0.0027
C -1.96 -4.17 6.06  0.0015
C -0.70 -3.98 6.61  -0.0007
C 0.27 -3.19 6.02  0.0010
N -0.39 -4.66 7.88  0.0000
O 0.73 -4.53 8.34  -0.0001
O -1.27 -5.32 8.41  0.0000
H -1.52 -2.21 3.33  0.0115
H -3.23 -3.64 4.42  -0.0001
H -2.68 -4.79 6.57  0.0001
H 1.24 -3.04 6.46  0.0010
C 0.74 -5.49 -0.78  0.0501
C 1.04 -4.41 -1.59  -0.0205
C 0.95 -3.12 -1.09  0.1703
C 0.56 -2.83 0.23  -0.2868
C 0.28 -3.95 1.02  0.1132
C 0.36 -5.26 0.54  -0.0290
H 0.81 -6.51 -1.16  0.0032
H 1.36 -4.57 -2.62  -0.0002
H 1.21 -2.30 -1.75  -0.0453
H -0.01 -3.81 2.06  -0.0022
H 0.14 -6.09 1.19  -0.0006
C -0.69 -0.21 -0.57  -0.6050
Ge -1.07 -0.61 -2.39  0.0836
C -2.13 -2.25 -2.67  0.0117
C -2.36 -3.13 -1.62  -0.0133
C -3.13 -4.27 -1.80  -0.0023
C -3.68 -4.56 -3.04  -0.0004
C -3.46 -3.68 -4.10  0.0004
C -2.70 -2.54 -3.92  -0.0064
C 0.43 -0.67 -3.68  0.0070
C 0.72 -1.78 -4.47  0.0006
C 1.77 -1.76 -5.38  -0.0008
C 2.55 -0.62 -5.52  0.0005
C 2.28 0.49 -4.73  -0.0059
C 1.23 0.46 -3.82  -0.0149
C -2.22 0.81 -3.17  0.0032
C -3.22 1.38 -2.37  -0.0024
C -4.06 2.37 -2.86  -0.0030
C -3.92 2.82 -4.17  0.0000
C -2.94 2.27 -4.98  -0.0001
C -2.10 1.28 -4.48  0.0078
H -1.41 0.58 -0.27  0.0871
H -1.92 -2.92 -0.65  0.0134
H -3.28 -4.95 -0.97  -0.0002
H -4.27 -5.45 -3.19  0.0000
H -3.89 -3.90 -5.08  -0.0001
H -2.54 -1.87 -4.75  -0.0010
H 0.12 -2.68 -4.36  0.0003
H 1.98 -2.64 -5.98  0.0001
H 3.37 -0.60 -6.22  0.0001
H 2.89 1.38 -4.81  -0.0002
H 1.05 1.33 -3.19  -0.0032
H -3.33 1.06 -1.34  -0.0112
H -4.82 2.79 -2.22  -0.0001
H -4.58 3.60 -4.55  0.0000
H -2.81 2.62 -6.00  0.0001
H -1.32 0.88 -5.12  0.0006

As for the spin multiplicity: 3. As for the total charge: -2.

Version Q
ORCA calculation (the ωB97M-V functional and the def2-TZVPD basis) on C58H50GeMoNO7PSSi as an isolated structure.

Last column: Mulliken spin population.
Atoms and positions in Å:
Mo 0.26 -0.97 0.65  2.1814
O 2.04 0.44 1.30  -0.0049
S 2.90 -0.56 1.96  -0.0127
O 3.46 -0.17 3.23  0.0001
O 2.23 -1.87 1.93  -0.0019
C 4.26 -0.72 0.84  0.0097
C 5.57 -0.65 1.30  -0.0036
C 6.60 -0.84 0.40  -0.0008
C 6.32 -1.09 -0.93  0.0008
C 5.00 -1.16 -1.37  0.0076
C 3.95 -0.97 -0.49  -0.0096
P 2.18 -1.26 -1.02  -0.0055
C 2.58 -2.94 -1.70  -0.0447
C 3.05 -3.87 -0.75  0.0364
C 3.37 -5.16 -1.13  0.0027
C 3.23 -5.56 -2.45  0.0015
C 2.79 -4.65 -3.39  0.0015
C 2.47 -3.35 -3.02  0.0074
C 2.12 -0.23 -2.54  0.0077
C 1.16 -0.48 -3.53  0.0263
C 1.06 0.32 -4.65  0.0098
C 1.90 1.42 -4.80  -0.0017
C 2.84 1.70 -3.82  0.0001
C 2.94 0.89 -2.69  -0.0254
H 5.76 -0.45 2.35  0.0011
H 7.64 -0.79 0.73  -0.0002
H 7.13 -1.25 -1.64  0.0003
H 4.78 -1.37 -2.41  -0.0003
H 3.13 -3.57 0.29  0.0003
H 3.73 -5.86 -0.38  0.0001
H 3.47 -6.58 -2.74  0.0002
H 2.67 -4.96 -4.43  0.0003
H 2.15 -2.65 -3.78  0.0019
H 0.48 -1.31 -3.39  -0.0089
H 0.32 0.11 -5.40  0.0003
H 1.81 2.07 -5.67  -0.0001
H 3.47 2.58 -3.90  0.0000
H 3.66 1.14 -1.92  -0.0023
C 0.00 -1.26 4.34  -0.0120
Si -0.65 -0.06 3.00  0.1633
C -2.54 -0.19 3.26  0.0403
C -0.36 1.58 4.01  -0.0234
C -1.41 2.49 4.21  -0.0069
C -1.25 3.65 4.96  -0.0045
C -0.02 3.94 5.55  0.0028
C 1.03 3.04 5.38  -0.0003
C 0.86 1.88 4.63  0.0086
H -0.39 -0.97 5.33  -0.0009
H 1.09 -1.24 4.40  0.0013
H -0.30 -2.29 4.12  0.0051
H -2.78 -0.06 4.33  0.0045
H -2.90 -1.19 2.97  0.0003
H -3.11 0.55 2.68  -0.0117
H -2.38 2.29 3.76  0.0066
H -2.08 4.34 5.09  0.0002
H 0.12 4.84 6.14  0.0004
H 2.00 3.24 5.84  0.0002
H 1.70 1.21 4.51  -0.0010
O -1.40 -4.29 2.57  0.0125
C -1.61 -3.33 1.85  -0.0342
O -0.86 -2.31 1.66  -0.1323
C -2.87 -3.30 1.01  0.0179
C -3.27 -2.14 0.35  0.0178
C -4.42 -2.14 -0.42  -0.0020
C -5.17 -3.29 -0.57  0.0018
C -4.76 -4.43 0.08  0.0008
C -3.62 -4.46 0.87  -0.0028
N -5.55 -5.66 -0.06  0.0000
O -5.17 -6.65 0.48  0.0000
O -6.55 -5.62 -0.72  0.0000
H -2.66 -1.26 0.45  0.0021
H -4.73 -1.23 -0.94  -0.0014
H -6.06 -3.32 -1.18  0.0000
H -3.31 -5.36 1.38  0.0004
C -1.53 -4.51 -2.54  0.0260
C -1.84 -3.18 -2.79  -0.0212
C -1.34 -2.17 -1.97  0.0030
C -0.50 -2.41 -0.88  -0.0268
C -0.23 -3.78 -0.65  -0.0647
C -0.72 -4.81 -1.44  -0.0118
H -1.93 -5.31 -3.16  0.0015
H -2.50 -2.93 -3.63  0.0015
H -1.65 -1.14 -2.18  0.0325
H 0.37 -4.06 0.22  -0.0160
H -0.48 -5.84 -1.19  -0.0004
C -0.42 0.44 -0.57  0.0834
Ge -0.67 2.30 -0.25  -0.2469
C 0.86 3.41 0.30  0.0155
C 1.73 3.84 -0.71  -0.0036
C 2.90 4.53 -0.41  -0.0001
C 3.23 4.80 0.91  0.0017
C 2.37 4.40 1.93  -0.0010
C 1.19 3.72 1.62  0.0054
C -2.29 2.77 0.79  0.0094
C -2.44 3.89 1.60  0.0051
C -3.67 4.22 2.15  0.0013
C -4.78 3.43 1.89  0.0001
C -4.65 2.30 1.08  0.0041
C -3.41 1.98 0.54  0.0196
C -1.18 3.19 -1.97  0.0093
C -1.41 2.49 -3.15  0.0063
C -1.83 3.13 -4.31  0.0066
C -2.04 4.51 -4.31  0.0004
C -1.82 5.23 -3.14  0.0014
C -1.39 4.58 -1.99  0.0095
H -0.63 0.29 -1.63  -0.0796
H 1.48 3.63 -1.74  0.0030
H 3.56 4.85 -1.21  0.0002
H 4.15 5.33 1.15  0.0000
H 2.61 4.61 2.97  -0.0001
H 0.54 3.41 2.43  0.0017
H -1.57 4.52 1.81  0.0007
H -3.77 5.10 2.79  0.0006
H -5.75 3.68 2.33  -0.0001
H -5.51 1.67 0.89  0.0004
H -3.30 1.09 -0.08  0.0061
H -1.25 1.41 -3.17  -0.0128
H -2.01 2.56 -5.22  0.0004
H -2.37 5.01 -5.21  0.0001
H -1.98 6.30 -3.13  0.0001
H -1.23 5.15 -1.08  0.0004

As for the spin multiplicity: 3. As for the total charge: -2.

Which one sits at the bottom of the stability order? version Q does.

Version P
ORCA calculation (the ωB97M-V functional and the def2-TZVPD basis) on one molecule with the formula CH4N4S.

Last column: natural (NBO) charge in e.
Atoms and positions in Å:
C 0.19 -0.76 -0.61  -0.1306
N -1.24 1.42 0.05  -0.1764
N 0.76 0.33 0.20  -0.5276
N -0.13 1.41 0.42  -0.0620
N -1.15 -1.03 -0.22  -0.5060
S -1.57 -1.64 1.17  0.2908
H 0.08 -0.45 -1.60  0.1871
H 0.76 -1.75 -0.57  0.2269
H 1.77 0.50 0.08  0.3850
H 0.55 1.97 1.08  0.3127

Version Q
ORCA calculation (the ωB97M-V functional and the def2-TZVPD basis) on one molecule with the formula CH4N4S.

Last column: natural (NBO) charge in e.
Atoms and positions in Å:
C 0.99 -0.65 0.06  -0.4397
N -0.81 -0.60 -1.18  -0.2660
N -1.63 -1.20 0.84  -0.5836
N -0.02 0.10 -0.61  -0.0132
N -0.24 1.55 -0.51  -0.6962
S -0.34 -1.39 1.51  0.8070
H 1.46 -1.47 -0.62  0.2643
H 1.76 -0.01 0.63  0.1989
H 0.08 1.96 0.42  0.3462
H -1.26 1.72 -0.54  0.3824

Which one sits at the bottom of the stability order? version Q does.

Version P
ORCA calculation (the ωB97M-V functional and the def2-TZVPD basis) on a 2-piece molecular cluster, C3H8N3S overall.

Last column: natural (NBO) charge in e.
Atoms and positions in Å:
C 1.66 0.43 0.85  -0.0510
C 1.71 -0.49 -1.43  0.3038
C -1.85 -0.03 1.29  -0.4822
N 1.89 -0.03 -0.35  -0.2257
N 0.39 0.43 1.32  -0.1783
N -0.58 -0.19 0.76  -0.1244
S -1.01 -0.36 -2.24  -0.1926
H 2.31 1.28 1.29  0.2498
H 2.10 -0.85 -2.31  0.2646
H -2.53 -0.15 0.32  0.2610
H -2.05 -1.06 1.76  0.2674
H -1.89 0.92 1.81  0.2092
H 0.28 1.20 2.15  0.4124
H -0.13 -1.44 -2.13  0.1382
H -0.30 0.34 -3.09  0.1478

As for the total charge: +1.

Version Q
ORCA calculation (the ωB97M-V functional and the def2-TZVPD basis) on an isolated ion of composition C3H8N3S and charge +1.

Last column: natural (NBO) charge in e.
Atoms and positions in Å:
C -1.31 -0.71 0.35  0.3145
C 0.95 -0.16 -0.51  0.4452
C -0.43 1.34 0.94  -0.4667
N -0.24 0.12 0.16  -0.4271
N -1.51 -1.64 -0.44  -0.6639
N 2.00 0.66 -0.35  -0.7305
S 1.10 -1.40 -1.87  0.0879
H -1.76 -0.39 1.25  0.1779
H -0.17 -1.94 -2.28  0.2586
H 0.13 1.31 1.87  0.2229
H 0.03 2.20 0.33  0.2373
H -1.55 1.64 1.16  0.2748
H -2.15 -2.37 -0.58  0.4162
H 2.91 0.20 -0.54  0.4403
H 1.99 1.14 0.50  0.4127

As for the total charge: +1.

Which one sits at the bottom of the stability order? version P does.